Density functional theory data (ωB97M-V/def2-TZVPD) for a cluster of 2 separate species, C5H12N2O in total in a non-equilibrium geometry.

```
20
Properties=species:S:1:pos:R:3:forces:R:3
C -2.9984 1.6570 0.0620 -0.14 0.04 -0.04
C -2.2574 0.6616 -0.4252 0.44 0.75 -0.57
N -1.1409 0.1865 0.2316 0.31 -1.98 -0.20
C -0.3218 -0.6770 -0.3122 -2.35 -0.16 -0.03
C 0.1309 -1.8612 0.4999 0.94 0.64 -0.03
O -0.2731 -0.8763 -1.6809 -0.31 0.26 0.57
H -3.8251 2.0677 -0.4953 -0.17 -0.17 -0.03
H -2.7924 2.0899 1.0288 0.17 0.08 0.07
H -2.5089 0.2149 -1.3861 0.01 0.02 -0.01
H 1.1744 -2.0806 0.2884 0.21 -0.26 -0.04
H -0.4753 -2.7331 0.2543 -0.14 0.12 -0.07
H 0.0414 -1.6428 1.5572 -0.11 0.04 0.07
H 0.3385 -1.5938 -1.8825 -0.06 0.03 0.11
C 2.5880 0.4701 0.6398 0.02 0.36 -0.09
N 1.3975 0.6561 -0.1780 -0.57 0.96 1.09
H 3.2372 -0.2741 0.1749 0.02 0.00 0.05
H 2.2898 0.1061 1.6220 0.04 -0.03 0.01
H 3.1604 1.3957 0.7720 0.07 -0.13 0.10
H 0.6179 1.1935 0.3211 1.85 -0.69 -1.15
H 1.6172 1.0399 -1.0918 -0.21 0.15 0.20
```
Forces are in eV/Å.

Computed properties:
SMILES string ... C=C/N=C(/C)O.CN
Energy ... -10405.2813 eV
LUMO energy ... 0.651 eV
Total charge ... 0
Frontier orbital gap ... 0.29651 hartree
F_max ... 2.36 eV Å⁻¹


Density functional theory data (ωB97M-V/def2-TZVPD) for the molecule C5H12N2O in a non-equilibrium geometry.

```
20
Properties=species:S:1:pos:R:3:forces:R:3
H -1.0895 -0.4463 2.7363 0.55 -0.26 0.15
N -0.5338 0.0212 2.0089 0.84 -1.31 -1.08
N 0.2694 -0.7945 1.4798 -1.99 0.99 1.94
C 0.9252 -0.2736 0.3070 -0.84 -0.91 -1.47
O 2.2655 -0.6921 0.3780 0.23 -0.18 0.25
C 0.1769 -1.1121 -0.8602 0.92 0.79 0.94
C -1.3363 -1.1975 -0.8365 -0.33 0.01 -0.88
C 0.8914 1.2341 0.1652 -1.27 0.06 2.95
C -0.3379 1.8919 -0.4423 -0.05 -0.27 -0.21
H 2.3088 -1.4219 1.0226 -0.05 0.28 -0.39
H 0.5252 -0.6206 -1.7677 -0.03 -0.16 -0.22
H 0.6235 -2.1030 -0.8205 0.04 -0.05 0.02
H -1.6524 -2.0229 -1.4889 0.05 0.12 0.18
H -1.8037 -1.3481 0.1253 0.16 -0.17 0.36
H -1.7878 -0.3036 -1.2573 -0.05 0.14 0.00
H 0.6954 1.4662 1.3737 1.74 0.44 -3.11
H 1.7849 1.5141 -0.3917 0.23 0.34 0.76
H -1.2064 1.6715 0.1781 -0.08 0.06 -0.19
H -0.1835 2.9714 -0.4409 -0.06 -0.01 -0.09
H -0.5349 1.5658 -1.4690 0.00 0.12 0.07
```
Forces are in eV/Å.

Computed properties:
SMILES string ... [H]/N=N/C(O)(CC)CC
Energy ... -10405.1501 eV
LUMO energy ... 0.511 eV
Total charge ... 0
Frontier orbital gap ... 0.36698 hartree
F_max ... 3.59 eV Å⁻¹


Density functional theory data (ωB97M-V/def2-TZVPD) for the molecule C5H12N2O in a non-equilibrium geometry.

```
20
Properties=species:S:1:pos:R:3:forces:R:3
C -2.5422 1.0824 0.8711 0.91 0.19 0.63
C -1.0824 0.8019 1.3456 -1.17 0.35 -0.89
C -0.1209 0.5787 0.1553 0.77 0.78 0.31
C 1.0721 1.5229 0.3382 0.19 -0.21 0.16
O 2.2103 1.1476 0.4424 0.01 -0.08 -0.05
N 0.3331 -0.7722 -0.0428 -0.87 -0.41 -0.08
C 0.1081 -1.3134 -1.4062 0.56 0.19 1.30
N 0.4883 -2.6952 -1.5048 -0.15 -0.42 -0.28
H -3.0745 1.5668 1.6916 -0.22 -0.21 -0.05
H -3.0524 0.1684 0.5865 -0.13 0.01 -0.23
H -2.5053 1.8097 0.0597 -0.21 -0.16 -0.17
H -1.0867 -0.0829 1.9745 0.35 0.13 0.25
H -0.8062 1.7099 1.8835 0.32 -0.24 0.35
H -0.5972 1.0096 -0.7294 -0.21 -0.32 -0.30
H 0.8633 2.6081 0.3946 -0.26 -0.02 0.02
H 1.3065 -0.8302 0.2278 0.17 0.01 -0.19
H 0.6741 -0.7087 -2.1108 -0.05 0.06 -0.47
H -0.9556 -1.2578 -1.5851 -0.24 0.29 -0.36
H 1.2439 -2.9332 -0.8777 0.12 0.08 -0.05
H -0.2953 -3.2891 -1.2661 0.12 -0.01 0.11
```
Forces are in eV/Å.

Computed properties:
SMILES string ... CC[C@@H](C=O)NCN
Energy ... -10406.4798 eV
LUMO energy ... 0.993 eV
Total charge ... 0
Frontier orbital gap ... 0.36569 hartree
F_max ... 1.51 eV Å⁻¹


Density functional theory data (ωB97M-V/def2-TZVPD) for a cluster of 2 separate species, C5H12N2O in total.

```
20
Properties=species:S:1:pos:R:3:forces:R:3
C -0.9762 -0.2118 -1.1654 -0.34 -0.29 0.03
N -1.9242 0.6207 -1.8795 0.10 0.10 -0.10
C -1.9734 1.8445 -1.6282 -0.05 0.50 0.19
N -1.1767 2.5370 -0.6412 -0.22 0.44 0.11
H -0.1977 -0.5257 -1.8549 0.13 -0.04 -0.03
H -1.5150 -1.1123 -0.8733 0.13 -0.09 0.05
H -0.5325 0.2528 -0.2861 0.05 0.08 -0.05
H -2.6951 2.4785 -2.1452 -0.09 -0.21 -0.25
H -0.7634 3.3592 -1.0772 0.25 -0.21 -0.22
H -1.8432 2.9905 -0.0173 0.01 -0.24 0.26
C 1.7663 0.2417 2.1513 0.03 -0.37 -0.04
C 2.0695 -1.2060 1.7403 0.37 0.10 -0.07
C 0.9550 -1.9546 1.0742 -0.22 0.34 0.26
O 0.9951 -2.3149 -0.0670 0.08 -0.27 -0.56
H 1.6367 0.8447 1.2548 -0.16 0.15 0.08
H 2.6200 0.6246 2.7073 0.01 0.10 -0.02
H 0.8941 0.3323 2.7961 -0.13 -0.02 -0.07
H 2.8850 -1.1842 1.0151 0.08 -0.14 0.11
H 2.3889 -1.7916 2.6064 -0.01 0.01 0.07
H 0.0484 -2.1729 1.6676 -0.04 0.06 0.25
```
Forces are in eV/Å.

Computed properties:
SMILES string ... C/N=C\N.CCC=O
Energy ... -10406.0166 eV
LUMO energy ... 0.849 eV
Total charge ... 0
Frontier orbital gap ... 0.38054 hartree
F_max ... 0.62 eV Å⁻¹


Question: Number 4 is which compound?
Answer: C5H12N2O